Entry 1:
C2H2N2O | ωB97M-V with the def2-TZVPD basis set

Geometry (Å):
O 0.91419 0.68482 -0.09105
N 0.46113 0.23041 -1.17394
N -0.55671 -0.61661 0.73928
C 0.27107 0.36485 0.99850
C -0.54127 -0.54460 -0.71444
H -1.22895 -0.87042 -1.57589
H 0.68053 0.75155 1.81755

Force components x, y, z for each atom (eV/Å):
O 4.79 5.33 2.93
N -4.36 -3.38 -1.33
N -1.48 1.59 -2.46
C -1.37 -4.40 -3.83
C 0.44 0.00 -1.16
H 0.84 -0.39 2.29
H 1.13 1.25 3.57

**Energy relative to the best compared isomer or geometry (same formula, charge and spin)**: 60.7 kcal per mole
**Structure (SMILES)**: c1ncon1
**Orbital gap**: 11.760 eV
**Spin multiplicity**: 1
**Electronic energy**: -7131.212 eV

=====

Entry 2:
C18H21F4N3O3SSc | ωB97M-V with the def2-TZVPD basis set

Geometry (Å):
Sc -0.48516 -0.20665 0.05594
S 0.88931 -4.05211 1.20789
F -4.33654 1.25123 -2.64524
F -2.11960 0.21409 -1.42795
F -2.60668 5.57876 -1.99084
F -0.47178 4.57935 -0.75052
O 0.49836 -5.17035 2.01292
O 0.71239 -4.17873 -0.22916
O 2.11792 -3.36984 1.58975
N -0.18716 1.67643 -0.50309
N -2.72442 0.62303 1.51742
N 1.75955 -0.13688 -0.04290
C 0.73497 -1.59821 -1.76156
C -3.39823 2.09041 -2.21329
C -2.41636 -1.69599 0.93629
C -1.54066 -2.76931 0.83892
C 2.09998 1.09822 -0.81392
C -3.52476 3.45795 -2.36774
C -2.27611 1.59459 -1.59844
C -0.11692 -1.77317 2.49502
C 4.04290 -0.46430 1.03380
C -0.34866 -2.78506 1.57502
C 1.97536 -1.35574 -0.88829
C 2.55592 -0.20821 1.22191
C -1.23137 2.36531 -1.09838
C -0.97066 -0.67145 2.59041
C -2.11248 -0.60910 1.77996
C -2.51086 4.26004 -1.87771
C -1.38880 3.74162 -1.24479
C 1.16650 2.23788 -0.45113
H 0.94145 -2.33452 -2.53586
H 2.38154 0.72507 1.76303
H -1.73995 -3.57125 0.13814
H 2.86128 -1.21109 -1.50784
H 4.55316 0.28732 0.43214
H -2.64810 1.31904 2.24708
H 4.21814 -1.44672 0.59727
H 1.38921 2.64970 0.53660
H 2.16338 -1.03740 1.80302
H 0.38761 -0.68833 -2.27207
H -3.66547 0.56987 1.15051
H 1.98034 0.87670 -1.87497
H 2.14461 -2.21641 -0.24496
H 1.29425 3.04766 -1.16831
H 0.77744 -1.83878 3.10127
H -0.73206 0.14969 3.25707
H 4.51409 -0.46681 2.01623
H 3.14482 1.36238 -0.64971
H -4.38912 3.88924 -2.85149
H -0.05853 -2.13241 -1.20226
H -3.30404 -1.65675 0.31480

Force components x, y, z for each atom (eV/Å):
Sc 0.48 -0.48 0.01
S 0.06 0.00 0.23
F 0.00 0.00 0.00
F -0.01 -0.01 -0.01
F 0.00 0.00 0.00
F 0.00 0.00 0.00
O 0.01 -0.03 -0.05
O 0.00 -0.03 -0.05
O -0.03 -0.02 0.00
N -0.13 0.02 0.14
N -0.08 -0.07 0.18
N 0.00 -0.05 -0.04
C 0.21 -0.09 0.17
C -0.01 0.00 0.00
C -0.06 0.11 0.04
C 0.10 0.10 0.08
C 0.02 -0.01 0.01
C 0.00 -0.01 0.00
C 0.01 0.03 0.03
C 0.07 0.03 0.02
C 0.05 -0.01 -0.02
C -0.31 -0.01 -0.34
C -0.16 0.11 -0.21
C 0.07 -0.02 0.03
C 0.02 -0.03 0.03
C -0.05 0.11 -0.08
C -0.17 0.09 -0.08
C 0.00 0.00 0.00
C 0.00 0.01 -0.02
C 0.02 -0.01 -0.03
H 0.04 0.04 -0.03
H -0.01 0.01 0.00
H 0.04 -0.05 0.03
H -0.02 -0.01 -0.05
H -0.03 0.03 0.00
H 0.01 0.00 0.00
H -0.02 0.00 0.01
H -0.01 -0.02 0.00
H -0.01 0.03 -0.02
H -0.06 -0.02 -0.03
H -0.01 0.00 0.01
H -0.02 0.00 0.01
H 0.01 0.04 0.02
H 0.02 -0.01 -0.01
H -0.02 0.07 0.04
H -0.03 0.01 0.01
H 0.00 0.00 0.00
H 0.00 0.00 -0.02
H 0.00 0.00 0.00
H 0.00 0.12 -0.03
H -0.01 0.00 0.02

**Energy relative to the best compared isomer or geometry (same formula, charge and spin)**: 11.7 kcal per mole
**Net charge**: +1
**Orbital gap**: 7.703 eV
**Spin multiplicity**: 1
**Electronic energy**: -72019.925 eV

=====

Entry 3:
C3H6N2O | ωB97M-V with the def2-TZVPD basis set

Geometry (Å):
O 2.17550 -0.69463 1.10770
N 1.55106 0.48367 0.69964
N -1.61061 0.03614 -0.11372
C 0.41502 0.24536 0.20362
C -0.48588 -0.92614 -0.10377
C -0.64601 1.11674 -0.41771
H -0.89418 2.09257 0.00477
H 3.00303 -0.37361 1.48832
H -0.21567 -1.24985 -1.11546
H -2.28413 -0.13420 -0.85486
H -0.59351 -1.76216 0.58973
H -0.41462 1.16613 -1.48827

Force components x, y, z for each atom (eV/Å):
O 0.25 -0.13 0.14
N -0.68 0.14 -0.23
N -0.11 -0.11 -0.40
C 0.38 0.07 -0.06
C 0.04 -0.41 0.45
C 0.00 0.53 0.32
H 0.18 -0.07 -0.12
H -0.16 -0.09 -0.06
H -0.04 -0.39 0.04
H 0.05 0.04 0.09
H 0.19 0.07 -0.12
H -0.10 0.35 -0.04

**Energy relative to the best compared isomer or geometry (same formula, charge and spin)**: 85.5 kcal per mole
**Structure (SMILES)**: ON=C1CNC1
**Orbital gap**: 10.312 eV
**Spin multiplicity**: 1
**Electronic energy**: -8232.991 eV

=====

Entry 4:
C41H64F10N2O7 | ωB97M-V with the def2-TZVPD basis set

Geometry (Å):
F -0.19010 6.88942 -6.74792
F -2.22323 -6.56338 1.65316
F 1.33190 -8.10839 -5.48892
F 0.30424 -8.29081 -3.60183
F -0.89136 0.20439 -3.65926
F -1.27867 6.59543 -8.58603
F 0.90693 -6.34124 -4.32947
F -0.98142 -5.48450 3.05229
F -2.35278 6.83530 -6.72857
F -0.31514 -7.37892 2.26393
O 1.62788 -0.07781 2.52529
O -1.60422 -6.39383 -5.33605
O 0.00588 -6.36037 -0.17718
O -1.52082 3.98439 -7.91458
O -0.11212 -4.33170 0.75584
O -1.23271 -8.50051 -6.03254
O -0.90546 4.51720 -5.81778
N 0.94490 2.25268 0.46995
N 1.03782 -2.29370 -3.19131
C -1.23121 5.21688 4.60778
C -1.38846 -0.33416 0.50155
C 3.27958 3.72225 2.54724
C -1.14665 -1.62902 4.47950
C 2.65079 0.10818 -1.73540
C 2.51499 -0.51077 1.51530
C 0.62821 -1.43473 -2.53028
C 3.67896 1.01886 -1.24564
C -1.89619 3.12766 5.97728
C -0.93176 -7.37727 -5.40028
C 1.41426 0.00484 -0.75031
C 0.17845 -0.34759 -1.62986
C -1.24034 4.78151 -7.07222
C -1.26094 6.30194 -7.29147
C -1.05330 -0.92411 -0.87221
C 4.40882 1.86938 -0.79526
C 0.96897 6.47985 4.30138
C -0.08905 5.59306 3.62283
C 2.29014 5.74848 4.64914
C 0.60986 -5.72864 -1.32921
C -2.41977 -7.86015 -8.06180
C -2.23683 -1.37652 1.25567
C 1.77527 -1.06553 0.29174
C -2.48413 -1.82055 3.75338
C -0.88648 3.12545 -5.44947
C -1.25435 1.79732 -1.95942
C -2.78399 -0.85588 2.59474
C -1.60493 3.71685 4.57817
C 3.41607 6.04563 3.63963
C 0.42592 -7.52889 -4.69900
C -0.96001 -6.24837 1.96489
C -2.50655 -8.52457 -6.70508
C 4.18039 4.80879 3.14463
C 2.09309 -5.52018 -1.11650
C -1.08358 1.84675 6.19432
C 1.28638 1.32921 -0.13731
C -0.29318 -5.51492 0.79309
C 0.41625 2.48002 -5.86411
C -1.74701 0.58740 5.58838
C -0.73499 -0.18748 4.75151
C -0.25155 0.80545 -2.56170
H 0.53294 2.47622 -6.94733
H -0.33020 -2.16528 4.00391
H 2.28005 -4.83614 -0.28802
H 2.36698 0.47980 -2.71358
H -0.56847 0.31273 3.79838
H -2.00775 0.55055 0.41561
H -1.26153 -2.10314 5.45653
H -3.36687 -7.95657 -8.59102
H 1.26518 3.02971 -5.45300
H 3.03631 6.54829 2.75497
H 0.57890 6.95095 5.19766
H 1.21610 7.29709 3.62930
H -2.05990 -0.06352 6.40410
H -1.91344 -0.78435 -1.51890
H -3.07532 -1.59817 0.59468
H -2.27231 1.46617 -2.11885
H 3.20858 0.28483 1.24985
H -2.18362 -6.80083 -7.96561
H -2.95098 2.91757 6.12547
H -1.63281 -8.31893 -8.66095
H 0.10241 -4.79116 -1.54947
H 1.47890 0.86755 2.43858
H -2.48279 0.16905 2.78806
H -1.74593 2.60425 -5.86798
H -0.79321 3.17547 4.09960
H -3.30940 -1.84734 4.45758
H 0.57760 1.37383 -2.97039
H -1.12913 2.74893 -2.46081
H 4.97148 2.64400 -0.35183
H -1.58680 3.86458 6.71454
H 0.22986 -0.18988 5.25068
H -0.12588 1.98464 5.69857
H 0.33904 4.68985 3.20110
H 3.72511 2.73348 2.62747
H 0.45606 1.45118 -5.50696
H 0.44539 -6.39084 -2.15959
H -2.76164 -9.57634 -6.81370
H 2.13425 4.68554 4.79930
H -0.91499 5.48890 5.60776
H -0.91711 -1.99604 -0.76226
H -1.08349 1.99752 -0.91384
H 3.10768 -0.86439 -1.84377
H -2.45290 -2.81640 3.31570
H 3.10795 -1.31462 1.93972
H 0.90359 -1.56500 0.70080
H 2.54660 -5.10741 -2.01676
H -0.97459 3.08246 -4.37175
H -3.86754 -0.83691 2.50090
H 2.29513 3.68282 2.99697
H 2.60532 6.15710 5.60618
H 4.78283 4.36262 3.93367
H -3.26946 -8.06362 -6.07944
H 2.40671 -1.84586 -0.12077
H -2.63793 0.84154 5.02004
H -2.11723 5.77126 4.31857
H 2.58003 -6.46588 -0.87447
H 4.86216 5.14471 2.36539
H -0.52887 6.16102 2.80719
H -1.67217 -2.30169 1.34872
H 4.14829 6.68366 4.12402
H 3.14841 3.91590 1.48519
H -0.52576 -0.13259 1.12634
H -2.48989 3.58268 3.95808
H -0.86219 1.65904 7.24239

Force components x, y, z for each atom (eV/Å):
F 0.04 -0.04 0.04
F -0.03 0.03 -0.11
F -0.04 -0.01 -0.11
F -0.15 0.00 0.04
F 0.11 0.21 0.00
F -0.02 -0.10 -0.07
F -0.13 -0.06 -0.13
F 0.03 0.12 -0.03
F -0.07 -0.07 0.06
F 0.05 -0.01 -0.05
O -0.13 -0.05 0.20
O 0.09 0.21 0.15
O -0.15 0.03 0.19
O -0.05 0.08 -0.24
O -0.15 0.23 0.51
O 0.14 -0.10 0.15
O -0.14 0.18 0.15
N 0.71 -0.48 -0.64
N -0.55 0.91 0.80
C 0.28 -0.78 -0.85
C -0.49 -0.97 0.27
C 0.33 0.21 -0.44
C -0.18 0.12 0.60
C 0.54 0.43 0.37
C 0.08 -0.04 0.00
C 0.68 -1.07 -0.64
C 0.66 1.09 0.61
C 0.84 -0.16 -0.13
C -0.38 -0.19 -0.22
C 1.40 -0.12 -1.30
C -0.39 -0.42 -0.26
C 0.01 -0.37 0.28
C 0.08 0.39 -0.12
C 0.34 0.54 0.32
C -0.91 -0.98 -0.47
C 0.51 -0.52 -0.46
C -0.66 0.62 0.68
C -0.13 1.10 0.06
C 0.39 0.27 -0.39
C 0.26 0.16 0.02
C -0.01 0.85 -0.46
C 0.03 0.12 1.01
C 0.45 0.06 -0.37
C 0.25 -0.61 0.00
C 0.47 0.06 -0.27
C -0.38 -0.95 -0.04
C -0.52 0.38 0.34
C 0.26 -1.03 0.11
C 0.55 0.04 0.02
C -0.09 -0.16 0.37
C -0.47 -0.10 -0.36
C -0.36 -0.25 0.03
C 0.05 -0.03 0.30
C -0.54 -0.16 -0.28
C -1.60 0.50 1.17
C 0.18 0.03 -0.64
C 0.22 0.10 -0.23
C 0.82 0.05 0.35
C -0.41 -0.32 -0.40
C -1.06 0.42 0.26
H -0.09 -0.08 -0.01
H 0.07 0.01 -0.38
H -0.03 0.07 -0.06
H -0.19 -0.16 -0.20
H 0.06 0.23 -0.08
H 0.17 0.38 -0.04
H 0.08 -0.19 0.11
H -0.02 -0.03 0.02
H -0.05 -0.01 0.11
H -0.19 0.24 -0.04
H -0.31 -0.03 0.12
H 0.11 0.21 -0.04
H -0.25 -0.07 0.08
H -0.13 -0.16 -0.20
H -0.15 -0.25 -0.01
H -0.16 -0.22 0.03
H 0.10 0.07 -0.13
H -0.09 0.01 0.04
H -0.21 0.09 0.05
H -0.06 -0.08 -0.02
H -0.03 0.01 0.14
H -0.01 0.13 -0.06
H 0.23 0.11 0.08
H -0.01 0.15 -0.17
H 0.08 -0.24 0.01
H -0.08 0.28 0.24
H 0.38 -0.18 0.01
H -0.11 0.18 -0.08
H 0.36 0.20 0.07
H -0.12 0.09 0.21
H 0.15 -0.02 0.16
H 0.26 0.07 0.06
H 0.24 -0.06 -0.11
H 0.09 -0.14 0.06
H -0.06 -0.02 -0.02
H -0.19 -0.34 0.09
H 0.20 -0.06 0.09
H -0.09 -0.20 -0.04
H -0.14 0.12 0.24
H 0.10 -0.16 0.05
H 0.04 -0.10 0.25
H -0.20 -0.37 -0.26
H -0.19 -0.24 0.03
H 0.06 -0.16 0.13
H -0.23 -0.09 -0.12
H -0.06 0.00 -0.03
H -0.11 0.39 0.06
H -0.18 0.22 0.01
H -0.15 -0.02 0.12
H 0.17 -0.20 0.23
H 0.07 0.16 0.24
H 0.14 0.12 0.09
H -0.05 0.00 -0.52
H -0.10 0.05 -0.16
H -0.12 0.39 0.38
H -0.01 -0.03 -0.11
H 0.28 -0.04 0.03
H 0.00 -0.10 -0.28
H 0.14 -0.07 0.24
H 0.04 0.40 -0.13
H -0.28 -0.04 -0.14
H 0.18 0.31 -0.08
H 0.04 -0.06 -0.27
H -0.08 0.10 0.18

**Energy relative to the best compared isomer or geometry (same formula, charge and spin)**: 0.0 kcal per mole
**Structure (SMILES)**: C#CC[C@](C#N)(CCO)[C@@](C#N)(CCCCCCCCCCCCCCCCCC)[C@H](C)F.CCOC(=O)C(F)(F)F.CCOC(=O)C(F)(F)F.CCOC(=O)C(F)(F)F
**Orbital gap**: 10.840 eV
**Spin multiplicity**: 1
**Electronic energy**: -88040.856 eV

=====

> Which formula does entry 1 have?

C2H2N2O